{
  "formula": "C5H15NO",
  "method": "wB97M-V/def2-TZVPD",
  "e_homo_ev": -9.3,
  "de_lowest_ev": 0.7992,
  "orbital_gap_ev": 10.07,
  "smiles": "CCCCCN.O",
  "species": ["C", "C", "C", "C", "C", "N", "H", "H", "H", "H", "H", "H", "H", "H", "H", "H", "H", "H", "H", "O", "H", "H"],
  "positions_angstrom": [[2.93786, 0.29141, -1.64110], [1.50819, 0.81123, -1.81754], [0.57826, 0.47155, -0.63210], [0.69354, -0.97051, -0.10221], [-0.67196, -1.58562, 0.15650], [-1.28149, -1.05714, 1.39283], [3.04035, -0.07532, -0.61805], [3.16611, -0.51885, -2.32115], [3.67552, 1.07426, -1.75077], [1.09312, 0.35435, -2.72199], [1.45719, 1.88392, -1.94373], [0.92868, 1.15096, 0.14571], [-0.45577, 0.66547, -0.92288], [1.17849, -1.59428, -0.85096], [1.28769, -0.97110, 0.81140], [-1.29624, -1.48406, -0.73996], [-0.58308, -2.67449, 0.27896], [-2.15567, -1.55715, 1.53031], [-1.60987, -0.10835, 1.22085], [-3.03045, 1.71690, 2.18566], [-3.27756, 2.11885, 3.02642], [-3.71534, 1.06112, 2.02469]],
  "forces_ev_per_a": [[-0.2544, 0.2883, 0.7156], [-0.6489, -0.8674, -0.2420], [0.9757, -0.0312, -0.1038], [-0.4717, 0.2015, -0.4248], [0.0937, -0.6103, 0.4636], [-0.5294, 0.0664, -0.6589], [0.2422, -0.1318, -0.0693], [0.1139, -0.1321, -0.0947], [0.2205, 0.1695, -0.2291], [-0.0504, 0.1798, -0.0489], [0.1852, 0.2971, -0.2103], [-0.6435, 0.1403, 0.2826], [0.0172, 0.3149, 0.1887], [0.2355, -0.0828, -0.0382], [-0.0155, -0.2824, -0.0096], [-0.0669, 0.3054, -0.0383], [0.1726, 0.2016, 0.1639], [0.0990, -0.1703, 0.2271], [0.3592, 0.1528, 0.1641], [-0.0907, 0.0137, 0.0551], [0.0987, -0.0276, -0.0833], [-0.0422, 0.0049, -0.0094]],
  "lowdin_charge": [-0.1099, -0.2624, -0.2207, -0.2227, -0.3115, 0.0013, 0.0636, 0.0670, 0.0624, 0.1000, 0.0929, 0.1087, 0.1035, 0.1045, 0.1090, 0.1043, 0.1057, 0.0571, 0.0345, -0.0585, 0.0395, 0.0318]
}

{
  "formula": "C5H15NO",
  "method": "wB97M-V/def2-TZVPD",
  "e_homo_ev": -8.8,
  "de_lowest_ev": 1.3895,
  "orbital_gap_ev": 9.66,
  "smiles": "CCNC(C)C.O",
  "species": ["C", "C", "N", "C", "C", "C", "H", "H", "H", "H", "H", "H", "H", "H", "H", "H", "H", "H", "H", "O", "H", "H"],
  "positions_angstrom": [[-0.92257, 1.30114, -1.78396], [-0.51706, 1.26685, -0.31960], [-0.37858, 0.01226, 0.34547], [0.59435, -0.94447, -0.26039], [2.04464, -0.52201, -0.20455], [0.25654, -2.31460, 0.34683], [-1.89245, 0.89063, -2.08707], [-0.71144, 2.32684, -2.12720], [-0.26082, 0.79212, -2.47500], [-1.23985, 1.87038, 0.25914], [0.34162, 1.99681, -0.29320], [-0.30510, 0.05117, 1.34971], [0.28089, -0.98588, -1.30382], [2.00050, 0.57992, -0.23570], [2.57539, -0.98729, -1.06716], [2.70815, -0.67947, 0.64068], [1.06136, -3.03656, 0.35079], [-0.59899, -2.84165, -0.09056], [0.01936, -2.06851, 1.38163], [-1.58610, 1.20200, 2.85945], [-1.59612, 1.78258, 2.07910], [-1.87373, 0.30773, 2.63542]],
  "forces_ev_per_a": [[0.3579, 0.0157, -0.8848], [0.0956, 1.9821, 0.4550], [0.5871, -1.1906, -1.0629], [-1.5613, -0.6291, 0.4503], [0.5648, 0.7366, -0.8331], [-0.0262, 0.2277, 0.4460], [-0.1604, 0.5343, 0.5398], [-0.9706, -0.0712, 0.1568], [0.6393, -0.6183, 0.3143], [-0.1843, -0.3326, -0.3847], [0.1296, -0.9383, 0.2212], [0.2753, 0.3708, -0.0067], [0.3571, 0.1158, -0.1350], [0.4866, -0.2909, -0.7340], [-0.2328, 0.7456, 0.3912], [-0.6027, -0.6937, 0.6635], [0.4970, 0.0340, -0.0746], [-0.0094, 0.5404, -0.0338], [-0.0570, -0.5454, 0.2698], [0.1776, 0.3154, 0.3032], [-0.2311, -0.7917, 0.3436], [-0.1321, 0.4833, -0.4051]],
  "lowdin_charge": [-0.1004, -0.3250, -0.0588, -0.4399, -0.0620, -0.0585, 0.0784, 0.0797, 0.0561, 0.0933, 0.1115, 0.0788, 0.1149, 0.0673, 0.0903, 0.0704, 0.0668, 0.0763, 0.0672, -0.0645, 0.0191, 0.0390]
}

{
  "formula": "C5H15NO2",
  "method": "wB97M-V/def2-TZVPD",
  "e_homo_ev": -9.2,
  "de_lowest_ev": 2.1726,
  "orbital_gap_ev": 9.71,
  "smiles": "C=C(C)CCN.O.O",
  "species": ["C", "C", "C", "C", "C", "N", "H", "H", "H", "H", "H", "H", "H", "H", "H", "H", "H", "O", "H", "H", "O", "H", "H"],
  "positions_angstrom": [[0.52608, 0.92656, -1.34923], [0.21274, -0.37914, -1.33945], [0.39085, -1.03659, -2.67309], [0.04792, -1.32781, -0.22252], [-0.67117, -0.84326, 1.02732], [-0.61594, -1.80682, 2.12986], [0.73906, 1.57239, -2.20043], [0.65860, 1.53556, -0.45900], [1.34693, -1.46062, -2.93757], [-0.03428, -0.39390, -3.47900], [-0.14578, -2.01243, -2.77120], [1.00571, -1.64519, 0.25563], [-0.38027, -2.29206, -0.49300], [-0.25767, 0.13407, 1.39140], [-1.73949, -0.55285, 0.81171], [-0.54888, -2.76211, 1.81724], [0.09613, -1.48771, 2.75926], [-1.08104, 2.53972, 0.55946], [-0.32252, 2.99220, 0.15166], [-1.04326, 1.78259, -0.04991], [0.59426, 2.04626, 2.76194], [-0.10538, 2.08192, 2.07350], [1.32738, 2.38921, 2.23542]],
  "forces_ev_per_a": [[-0.0975, 0.4540, 1.1549], [1.8496, 0.3968, -1.6407], [-2.1852, -1.3502, -1.5689], [0.5706, -0.3148, 2.3831], [-1.3926, 1.3743, 0.3566], [-0.5404, 1.1018, -0.5077], [-0.1574, -0.8672, -0.4185], [0.0859, -0.6990, 0.2325], [0.9946, 0.8506, 0.2179], [0.7497, -0.4539, 0.3840], [-0.4387, 0.7862, 0.3784], [0.0450, 0.3734, -0.9534], [-0.2947, 0.1621, -0.5722], [0.0202, -1.0584, -0.2752], [0.7215, -0.5654, -0.0351], [0.3382, -0.0323, 0.2034], [0.3217, -0.6685, 0.3322], [0.6001, -0.0002, -0.8201], [-0.4635, 0.6604, 0.5222], [-0.8254, -0.2095, 0.3740], [-0.0814, 0.0834, -0.8683], [-0.1024, 0.0242, 0.6692], [0.2823, -0.0479, 0.4518]],
  "lowdin_charge": [0.0306, -0.3363, -0.0885, -0.1830, -0.3010, 0.0011, 0.0807, 0.0384, 0.0779, 0.0929, 0.0814, 0.1408, 0.1114, 0.0895, 0.1232, 0.0602, 0.0617, -0.0727, 0.0517, 0.0103, -0.0830, -0.0157, 0.0285]
}

Record order is preserved below.
DFT total energy: -8965.55940 -8964.96904 -11011.77371 eV